Computed, not measured: a cluster of 14 separate species, C23H77N25O14 in total at a distorted geometry, with the ωB97M-V functional and the def2-TZVPD basis.

CARTESIAN COORDINATES (ANGSTROEM)
C (0.41, -0.21, 2.27)
C (-0.71, 0.02, 1.26)
C (-0.22, 0.76, 0.00)
O (0.88, 0.12, -0.62)
C (1.11, 0.69, -1.88)
N (-1.31, -1.26, 0.90)
H (1.35, -0.56, 1.84)
H (0.20, -1.02, 2.96)
H (0.71, 0.66, 2.86)
H (-1.48, 0.61, 1.77)
H (0.02, 1.79, 0.30)
H (-1.04, 0.89, -0.72)
H (0.42, 0.45, -2.70)
H (2.11, 0.38, -2.20)
H (1.30, 1.76, -1.78)
H (-0.70, -1.99, 1.24)
H (-1.30, -1.35, -0.11)
C (-1.92, 2.56, 1.13)
C (-2.70, 3.20, -0.02)
C (-2.07, 2.80, -1.36)
O (-0.74, 3.23, -1.56)
C (-0.25, 3.19, -2.87)
N (-4.15, 2.96, 0.06)
H (-2.12, 3.08, 2.07)
H (-0.84, 2.71, 1.13)
H (-2.14, 1.49, 1.27)
H (-2.47, 4.23, 0.24)
H (-2.67, 3.17, -2.19)
H (-2.12, 1.70, -1.43)
H (0.77, 3.53, -3.05)
H (-0.94, 3.77, -3.50)
H (-0.22, 2.15, -3.21)
H (-4.43, 3.29, 0.98)
H (-4.23, 1.94, 0.11)
C (-2.87, -6.20, -2.01)
C (-3.00, -6.87, -0.62)
C (-3.86, -6.13, 0.39)
O (-3.35, -4.80, 0.48)
C (-4.30, -3.77, 0.58)
N (-3.50, -8.24, -0.72)
H (-2.08, -6.60, -2.65)
H (-2.63, -5.15, -1.84)
H (-3.79, -6.15, -2.59)
H (-2.00, -6.98, -0.19)
H (-3.77, -6.56, 1.38)
H (-4.92, -6.12, 0.11)
H (-4.94, -4.02, 1.43)
H (-4.95, -3.71, -0.30)
H (-3.81, -2.80, 0.67)
H (-2.90, -8.68, -1.41)
H (-4.45, -8.23, -1.09)
C (2.24, -0.22, 5.49)
O (1.95, 0.55, 6.40)
N (3.32, -0.07, 4.68)
N (1.50, -1.32, 5.18)
H (3.53, -0.82, 4.05)
H (4.06, 0.55, 4.96)
H (0.66, -1.26, 5.74)
H (1.91, -2.23, 5.04)
C (1.06, 3.77, -6.44)
O (0.51, 3.81, -7.54)
N (1.37, 2.62, -5.75)
N (1.61, 4.85, -5.88)
H (0.87, 1.88, -6.21)
H (1.85, 2.57, -4.88)
H (1.67, 5.71, -6.39)
H (2.04, 4.78, -4.97)
C (0.25, -4.00, 2.15)
O (1.46, -3.81, 2.13)
N (-0.42, -3.94, 3.36)
N (-0.50, -4.32, 1.09)
H (0.19, -3.94, 4.15)
H (-1.41, -4.09, 3.38)
H (-1.51, -4.40, 1.11)
H (0.05, -4.53, 0.28)
C (-0.95, 2.60, 4.86)
O (-0.10, 3.39, 4.43)
N (-0.83, 1.27, 4.93)
N (-2.22, 3.03, 5.14)
H (0.06, 0.81, 4.86)
H (-1.49, 0.74, 5.47)
H (-2.41, 4.02, 5.24)
H (-2.76, 2.35, 5.65)
C (-3.68, 0.38, -3.37)
O (-4.41, 1.15, -3.97)
N (-2.47, -0.05, -3.84)
N (-3.86, 0.05, -2.05)
H (-2.17, 0.24, -4.75)
H (-1.92, -0.80, -3.43)
H (-3.25, -0.65, -1.65)
H (-4.73, 0.27, -1.61)
C (5.44, 0.05, -3.14)
O (5.66, 1.12, -2.58)
N (5.12, -1.06, -2.43)
N (5.36, -0.12, -4.49)
H (5.29, -0.95, -1.44)
H (4.89, -1.89, -2.95)
H (5.52, 0.62, -5.14)
H (5.11, -1.04, -4.79)
C (-4.28, 0.08, 3.03)
O (-5.18, 0.48, 3.78)
N (-4.36, -0.04, 1.70)
N (-3.16, -0.44, 3.56)
H (-3.51, -0.24, 1.20)
H (-5.18, 0.15, 1.15)
H (-2.41, -0.80, 2.99)
H (-3.07, -0.40, 4.56)
C (2.86, 3.55, 2.12)
O (3.92, 3.15, 1.62)
N (1.72, 3.85, 1.45)
N (2.61, 3.61, 3.46)
H (1.68, 3.68, 0.46)
H (0.88, 3.92, 2.00)
H (3.42, 3.45, 4.04)
H (1.70, 3.76, 3.87)
C (3.95, 4.55, -2.63)
O (3.37, 4.10, -3.62)
N (4.04, 3.84, -1.48)
N (4.49, 5.79, -2.52)
H (3.47, 3.02, -1.44)
H (4.59, 4.20, -0.72)
H (4.33, 6.44, -3.26)
H (5.07, 5.94, -1.72)
C (5.26, -0.14, 0.88)
O (5.90, -1.13, 0.51)
N (5.23, 1.05, 0.27)
N (4.43, -0.19, 1.97)
H (5.82, 1.17, -0.55)
H (4.56, 1.73, 0.59)
H (3.78, 0.57, 2.09)
H (4.61, -0.80, 2.73)
C (-0.57, -2.83, -2.08)
O (-1.54, -2.08, -1.84)
N (-0.64, -3.96, -2.83)
N (0.65, -2.57, -1.56)
H (0.13, -4.60, -2.83)
H (-1.53, -4.21, -3.21)
H (1.23, -3.39, -1.52)
H (0.86, -1.70, -1.09)

Calculated values
Orbital gap: 9.112 eV
Charge: 0
Highest occupied orbital energy: -9.2555 eV
Energy relative to the best compared isomer or geometry (same formula, charge and spin): 3.498 eV
Total energy: -91025.7271 eV
F_max: 3.0 eV/A
Spin multiplicity: 1

Computed, not measured: the molecule C3H7NO2, with the ωB97M-V functional and the def2-TZVPD basis.

CARTESIAN COORDINATES (ANGSTROEM)
C (0.17, -1.16, -1.43)
C (0.39, -0.17, -0.31)
C (-0.75, 0.06, 0.67)
O (-0.92, 1.45, 0.95)
N (1.54, 0.37, -0.23)
O (1.72, 1.29, 0.77)
H (1.14, -1.43, -1.86)
H (-0.33, -2.07, -1.08)
H (-0.45, -0.71, -2.22)
H (-0.50, -0.49, 1.60)
H (-1.68, -0.36, 0.27)
H (-1.17, 1.55, 1.88)
H (0.84, 1.67, 0.97)

Calculated values
Orbital gap: 9.797 eV
Charge: 0
Highest occupied orbital energy: -9.2931 eV
Energy relative to the best compared isomer or geometry (same formula, charge and spin): 3.042 eV
Total energy: -8807.4873 eV
F_max: 0.6 eV/A
Spin multiplicity: 1

Computed, not measured: a structure of composition C18H28F5N4RuS5Sb2, with the ωB97M-V functional and the def2-TZVPD basis.

CARTESIAN COORDINATES (ANGSTROEM)
Ru (-0.57, 0.21, -0.13)
N (-0.14, 2.48, 3.64)
C (-0.45, 1.97, 2.40)
S (0.70, 0.89, 1.67)
N (-1.58, 2.34, 1.88)
N (-1.79, 1.77, 0.66)
C (-2.76, 2.20, -0.06)
C (-2.74, 1.85, -1.47)
C (-3.77, 2.15, -2.35)
C (-3.57, 1.92, -3.71)
C (-2.34, 1.45, -4.14)
C (-1.37, 1.15, -3.20)
N (-1.58, 1.32, -1.90)
H (0.84, 2.45, 3.87)
H (-0.63, 3.33, 3.88)
H (-3.53, 2.85, 0.33)
H (-4.71, 2.54, -1.97)
H (-4.37, 2.11, -4.41)
H (-2.13, 1.25, -5.18)
H (-0.41, 0.77, -3.51)
S (0.68, -0.14, -5.51)
Sb (-0.29, -2.11, -4.79)
S (0.86, -1.21, -1.19)
S (-0.88, -1.76, -2.12)
S (-2.54, -2.03, -5.41)
F (-3.10, -0.94, 0.31)
C (-1.84, -1.04, 0.87)
F (-1.47, -2.36, 0.73)
C (-2.16, -1.00, 2.39)
F (-1.07, -1.12, 3.15)
F (-2.98, -2.01, 2.72)
F (-2.79, 0.13, 2.75)
C (2.84, -5.85, 1.39)
C (1.96, -4.76, 0.80)
C (0.49, -5.18, 0.79)
Sb (2.08, -2.77, 1.69)
C (3.85, -2.06, 0.61)
C (4.51, -0.93, 1.40)
C (4.86, -3.11, 0.16)
C (3.07, -3.14, 3.64)
C (2.03, -3.76, 4.57)
C (4.40, -3.87, 3.75)
H (2.70, -6.79, 0.85)
H (2.60, -6.04, 2.44)
H (3.90, -5.59, 1.34)
H (2.26, -4.57, -0.24)
H (0.10, -5.29, 1.81)
H (0.36, -6.14, 0.29)
H (-0.14, -4.44, 0.29)
H (3.39, -1.62, -0.28)
H (5.00, -1.31, 2.31)
H (3.79, -0.17, 1.70)
H (5.28, -0.44, 0.80)
H (5.33, -3.61, 1.01)
H (5.65, -2.64, -0.43)
H (4.39, -3.87, -0.46)
H (3.22, -2.10, 3.96)
H (1.79, -4.79, 4.27)
H (1.10, -3.19, 4.58)
H (2.40, -3.81, 5.61)
H (4.31, -4.93, 3.51)
H (4.78, -3.81, 4.78)
H (5.16, -3.44, 3.10)

Calculated values
Orbital gap (spin up / spin down): 4.988 / 5.029 eV
Charge: -2
Highest occupied orbital energy (spin up / spin down): -0.9439 / -0.9843 eV
Energy relative to the best compared isomer or geometry (same formula, charge and spin): 0.246 eV
Total energy: -108504.3487 eV
F_max: 0.7 eV/A
Spin multiplicity: 2

Computed, not measured: a structure of composition C26H31As2ClF8N3O2RhS4Se at a distorted geometry, with the ωB97M-V functional and the def2-TZVPD basis.

CARTESIAN COORDINATES (ANGSTROEM)
Rh (-2.93, -1.35, 0.60)
S (-1.71, -5.14, -1.89)
As (-3.30, -3.88, -1.22)
S (-3.33, -3.70, 0.96)
S (-3.04, -1.85, -1.97)
S (-5.10, -4.77, -1.92)
C (1.89, 0.98, 0.41)
C (2.92, 0.71, -0.70)
C (2.26, 1.00, -2.04)
C (4.06, 1.73, -0.50)
C (3.48, -0.76, -0.60)
O (3.76, -1.06, 0.76)
C (4.82, -0.99, -1.38)
C (4.84, -1.71, -2.74)
C (4.31, -0.94, -3.92)
C (4.96, 0.24, -4.33)
C (4.49, 0.96, -5.41)
C (3.39, 0.50, -6.11)
Cl (2.80, 1.42, -7.46)
C (2.75, -0.68, -5.75)
C (3.22, -1.39, -4.65)
C (2.49, -1.85, -1.07)
N (1.29, -1.97, -0.30)
C (0.04, -1.64, -0.65)
N (-0.78, -1.94, 0.33)
C (0.02, -2.50, 1.27)
N (1.27, -2.53, 0.92)
H (1.63, 2.03, 0.41)
H (2.27, 0.71, 1.39)
H (0.97, 0.43, 0.24)
H (2.04, 2.06, -2.11)
H (1.32, 0.47, -2.15)
H (2.91, 0.73, -2.87)
H (3.64, 2.70, -0.25)
H (4.64, 1.86, -1.42)
H (4.74, 1.45, 0.30)
H (4.24, -0.32, 1.14)
H (5.42, -1.61, -0.70)
H (5.35, -0.05, -1.50)
H (4.32, -2.67, -2.67)
H (5.89, -1.94, -2.94)
H (5.83, 0.59, -3.78)
H (4.98, 1.87, -5.72)
H (1.89, -1.03, -6.30)
H (2.72, -2.30, -4.36)
H (3.02, -2.80, -0.96)
H (2.23, -1.68, -2.11)
H (-0.24, -1.20, -1.58)
H (-0.35, -2.89, 2.20)
C (-2.91, 1.81, 3.73)
As (-1.83, 0.19, 3.90)
C (-2.11, -0.32, 5.77)
C (0.06, 0.74, 3.88)
O (-2.17, -1.11, 3.01)
H (-2.30, 2.67, 3.99)
H (-3.74, 1.72, 4.43)
H (-3.30, 1.92, 2.73)
H (-1.96, 0.51, 6.46)
H (-1.42, -1.13, 6.01)
H (-3.13, -0.69, 5.85)
H (0.37, 1.06, 4.88)
H (0.19, 1.57, 3.18)
H (0.67, -0.10, 3.55)
F (-1.64, 0.88, -0.83)
C (-2.33, 0.62, 0.32)
F (-3.21, 1.67, 0.40)
F (-1.37, 1.00, 1.30)
F (-7.43, 4.48, 2.54)
C (-6.87, 3.28, 2.22)
C (-6.50, 2.37, 3.22)
F (-6.64, 2.74, 4.52)
C (-5.99, 1.14, 2.88)
F (-5.62, 0.28, 3.87)
C (-5.82, 0.73, 1.54)
Se (-5.22, -1.00, 1.10)
C (-6.21, 1.66, 0.56)
F (-6.11, 1.31, -0.73)
C (-6.71, 2.90, 0.87)
F (-7.07, 3.79, -0.09)

Calculated values
Orbital gap: 3.933 eV
Charge: -2
Highest occupied orbital energy: -0.6587 eV
Total energy: -303668.1548 eV
F_max: 2.6 eV/A
Spin multiplicity: 1

Which value of F_max does entry 4 give? 2.6 eV/A